(1)
Here is the ion C2H8N3O with charge +1 from the Open Molecules 2025 dataset. Energies are from ωB97M-V/def2-TZVPD.

Total charge: +1
HOMO-LUMO gap in eV: 11.09
Relative energy (zero: lowest compared OMol25 entry of this formula, charge and spin) in kcal per mole: 109.05
Lowest unoccupied orbital energy in eV: -3.738
Highest occupied orbital energy in eV: -14.8
SMILES: CON(N)C=[NH2+]

Each line ends with the Mulliken charge.
Geometry (Å):
C1 -1.10859 0.70902 1.80817  -0.51
H1 2.89071 -1.18729 -0.87486  0.31
H2 1.65767 0.23072 0.65664  0.27
H3 -1.40375 1.61583 2.30413  0.26
H4 -1.87488 -0.04557 1.91203  0.25
N1 1.90879 -0.82041 -1.19626  -0.32
H5 -0.15067 0.40685 2.25761  0.27
H6 1.56420 -1.23824 -2.01492  0.28
C2 1.18412 -0.17468 -0.30948  0.23
N2 -0.83627 -0.30636 -1.45161  -0.62
N3 -0.06206 0.27106 -0.43577  0.32
H7 -1.27220 0.37393 -2.02984  0.27
O1 -0.93870 1.08218 0.40607  -0.28
H8 -1.55835 -0.91702 -1.03189  0.27

(2)
Here is a cluster of 6 separate species, C44H54F5NO4P in total from the Open Molecules 2025 dataset. Energies are from ωB97M-V/def2-TZVPD.

Total charge: +1
HOMO-LUMO gap in eV: 7.00
Lowest unoccupied orbital energy in eV: -3.678
Highest occupied orbital energy in eV: -10.7

Each line ends with the Mulliken charge.
Geometry (Å):
O1 -4.61472 -1.53300 -2.70054  -0.85
H1 -5.56240 2.96688 3.21019  0.47
C1 -3.07734 6.71167 0.46743  -0.64
H2 -3.49243 7.24225 2.50394  0.38
C2 -8.76481 1.34134 4.63771  -0.32
H3 2.60269 -0.62436 -1.67356  0.09
F1 -1.39825 -6.03623 -0.63250  -0.30
N1 1.46711 -4.13429 -1.69113  0.17
C3 -6.52089 2.13565 4.96703  -0.44
H4 -0.88783 -3.73822 -0.45105  -0.60
H5 -7.72521 1.26134 6.51180  0.38
H6 -0.44808 -1.67750 -2.66020  -0.29
C4 -2.69111 0.77951 -2.89240  -0.12
C5 -1.67145 -6.09950 0.70538  0.60
H7 -4.22956 0.27631 1.29563  0.44
H8 -2.68181 5.88586 -1.47277  0.40
H9 -0.78639 2.09074 0.37044  0.07
H10 2.19129 -4.55314 -1.11865  0.32
C6 -2.87971 5.67218 -0.43065  -0.62
H11 -6.10949 1.19661 0.28639  0.08
H12 -0.77826 0.39301 -3.79140  0.19
C7 -2.93939 4.35361 -0.00115  0.15
C8 -3.40171 5.12132 2.25022  -0.48
C9 -6.44905 2.51382 3.63325  -0.14
H13 1.17351 1.13442 -1.19154  0.47
H14 0.03071 -0.14602 -0.84108  -1.01
H15 10.21169 2.73277 2.00931  0.42
C10 11.16099 2.79056 -1.73675  -0.34
C11 -1.19401 -2.82690 -0.96696  0.54
H16 -9.54881 1.56387 2.63175  0.44
H17 1.01957 -0.04705 1.60231  0.39
F2 10.28435 0.43255 0.85067  -0.34
F3 -7.48393 2.65776 1.53304  -0.32
C12 -0.48348 1.44214 1.19748  -1.00
H18 8.40472 -1.87001 -2.17904  0.41
C13 -8.71306 1.71277 3.30121  -0.59
H19 10.71309 4.89507 0.87563  0.36
H20 -3.08250 1.54234 -2.21661  -0.06
C14 5.53727 0.52289 -1.20276  -0.28
H21 0.23918 -5.29311 1.23945  0.41
H22 10.93190 0.64053 -1.63854  0.43
H23 -4.13269 -7.01225 2.78818  0.39
O2 -3.99345 -1.00447 -0.23852  -0.38
C15 -3.17627 -6.63324 2.45444  -0.39
C16 -3.33698 6.43373 1.80225  -0.45
P1 -3.55089 -1.42462 -1.69859  0.83
H24 -1.65344 1.72390 -4.53082  0.41
O3 1.64145 -2.09664 -0.57730  -0.51
C17 -7.67472 1.55137 5.47120  -0.59
H25 -0.46578 2.05012 2.10032  0.52
H26 2.85692 -0.61529 0.06626  0.64
H27 -0.85952 1.95397 -2.97035  0.25
H28 8.40654 -0.77761 0.03782  0.50
H29 -5.63746 0.59051 -1.30930  0.43
H30 -2.82118 -3.61624 -2.21002  0.40
C18 -4.11106 0.35789 0.21751  0.44
H31 1.67281 1.50421 1.10358  0.39
C19 -2.90086 -6.58423 1.09483  -0.50
H32 6.56689 0.75070 0.66049  0.42
C20 -1.42250 1.24703 -3.57929  -1.15
C21 -3.20008 4.11241 1.33232  0.35
H33 1.83344 -2.31170 -2.60257  0.46
C22 -1.00909 -5.71840 2.95132  -0.67
H34 -3.61559 -6.91171 0.35260  0.46
H35 -2.79123 3.52378 -0.68020  0.33
C23 1.22684 -2.65473 -1.75028  -0.52
H36 -2.46027 -6.24431 4.43748  0.40
C24 6.56800 0.26901 -0.30848  -0.41
C25 10.47842 2.77132 0.96218  -0.55
C26 -2.66739 -2.95803 -1.35613  -0.89
C27 7.59981 -0.59246 -0.65601  -0.64
C28 10.75863 3.96875 0.31837  -0.29
C29 0.68069 -4.76805 -2.47265  -0.16
H37 -1.26093 0.68418 1.30861  0.22
H38 -3.21675 -3.41028 -0.52670  0.50
H39 -1.26604 -4.34730 -3.15708  0.36
C30 10.55219 1.60583 0.22796  0.47
H40 11.31781 4.91853 -1.52144  0.38
C31 -7.55255 2.29369 2.83372  0.36
C32 -0.71365 -5.66278 1.59532  -0.15
C33 -2.23633 -6.20202 3.38069  -0.58
H41 -3.03179 7.73694 0.12716  0.39
H42 -9.66547 0.88597 5.02768  0.36
H43 0.01349 -3.61595 -4.13305  0.38
H44 -5.66974 2.30171 5.61458  0.37
C34 -0.30084 -3.84729 -3.11077  -0.97
H45 -0.27486 -5.38248 3.67112  0.39
H46 -1.07017 -2.01867 -0.24448  0.15
H47 -3.16147 0.86453 0.04009  -0.40
C35 5.55912 -0.11026 -2.42788  0.45
F4 4.53418 0.11634 -3.28909  -0.38
C36 0.98474 0.28872 -0.52453  1.23
C37 10.88663 1.58281 -1.11006  -0.33
C38 11.09882 3.98191 -1.02728  -0.56
F5 -3.26472 2.82536 1.75340  -0.20
C39 -5.28469 1.10077 -0.41291  -1.07
H48 -3.47665 0.51568 -3.59914  0.58
H49 -3.60476 4.88012 3.28473  0.47
H50 -4.99183 2.11373 -0.69599  0.30
C40 0.86604 0.79071 0.91589  -0.84
O4 -2.38760 -0.39258 -2.09468  -0.09
H51 4.72770 1.20048 -0.96454  0.55
C41 6.56740 -0.97217 -2.80543  -0.68
H52 11.42698 2.79686 -2.78551  0.36
C42 7.59701 -1.20502 -1.90227  -0.38
H53 6.54490 -1.43673 -3.78171  0.46
C43 -0.25666 -2.62270 -2.15785  0.94
H54 0.74846 -5.84140 -2.60209  0.44
C44 2.09965 -0.73239 -0.70810  -0.86

(3)
Here is the molecule C5H8ClNO from the Open Molecules 2025 dataset. Energies are from ωB97M-V/def2-TZVPD.

HOMO-LUMO gap (spin up / spin down) in eV: 7.54 / 5.53
Relative energy (zero: lowest compared OMol25 entry of this formula, charge and spin) in kcal per mole: 23.56
Lowest unoccupied orbital energy (spin up / spin down) in eV: 0.660 / -5.007
Highest occupied orbital energy (spin up / spin down) in eV: -6.9 / -10.5
Spin multiplicity: 3
Expectation value of S²: 2.01

Each line ends with the Mulliken spin population.
Geometry (Å):
H1 -1.75530 -0.33917 -0.49785  0.02
C1 0.84741 1.06265 -1.17661  -0.03
H2 -1.86553 0.28920 1.80073  -0.01
O1 -1.16711 -1.64847 0.81482  0.00
H3 -0.18574 0.79785 1.57183  0.01
H4 -0.34396 -2.17936 0.85717  0.00
C2 -1.07675 0.67468 1.14753  0.02
H5 1.84758 0.93942 -1.62538  0.01
H6 -1.41591 1.58621 0.67857  0.00
C3 0.50667 -0.31477 -0.56093  0.58
N1 2.34931 -1.14359 1.01718  0.21
C4 1.47104 -0.81604 0.33385  -0.05
C5 -0.88644 -0.44622 0.17682  0.01
H7 0.93611 1.88884 -0.42955  0.01
Cl1 0.56830 -1.57106 -2.15391  1.22
H8 0.17032 1.21983 -1.95428  0.00

(4)
Here is a cluster of 16 separate species, C37H42BBr2Cl45F3O8S in total from the Open Molecules 2025 dataset. Energies are from ωB97M-V/def2-TZVPD.

Total charge: -1
HOMO-LUMO gap in eV: 7.22
Relative energy (zero: lowest compared OMol25 entry of this formula, charge and spin) in kcal per mole: 16.90
Lowest unoccupied orbital energy in eV: 1.323
Highest occupied orbital energy in eV: -5.9

Each line ends with the Mulliken charge.
Geometry (Å):
H1 2.26396 -0.07071 -0.86814  0.50
H2 0.23414 0.41442 2.14668  0.23
C1 -3.67734 0.53532 0.38714  0.54
C2 -2.33879 -0.20719 0.11080  -0.97
Cl1 -1.29775 6.98400 2.00340  -0.13
Cl2 5.22359 11.70331 5.68215  -0.14
H3 -0.99042 -0.08284 5.93867  0.35
O1 -0.23649 0.95682 -1.79603  -0.09
C3 1.14164 -5.82271 2.57791  0.83
Cl3 3.18310 -3.88100 -3.91059  -0.10
H4 1.84943 0.31244 0.79468  0.47
Cl4 1.46187 -4.30284 3.40543  -0.10
Cl5 1.26461 1.21428 -6.26416  -0.05
Cl6 1.17338 -9.17851 -4.62307  -0.12
H5 -5.54968 -0.43632 -0.14801  0.30
Cl7 1.25058 -1.37253 -12.56349  -0.13
C4 -1.06052 0.64746 0.33625  0.38
H6 -2.35480 -1.13361 0.72273  0.58
C5 -9.58572 1.66813 -1.22365  0.08
H7 -9.03439 2.51433 -1.61601  0.22
Cl8 -0.47474 -6.42182 2.97192  -0.17
Cl9 -4.17151 6.65800 1.72800  -0.16
Cl10 -10.01862 0.61808 -2.57750  -0.13
C6 0.14708 0.22665 -0.68929  1.58
H8 -4.37235 -2.38589 2.72530  0.22
C7 3.79103 -8.23916 4.99923  0.26
C8 -2.64148 5.84236 2.06769  1.54
Cl11 -6.11230 2.00279 -2.70148  -0.09
H9 -4.86540 1.72894 -4.67273  0.34
H10 -5.47267 -2.50552 4.14291  0.36
F1 -2.79417 5.73258 -2.31209  -0.25
Br1 0.18046 -2.13236 1.08982  -0.12
Cl12 -0.00515 -0.25100 -10.19533  -0.12
Cl13 -1.60425 1.57070 -6.44299  -0.07
C9 -2.66037 -6.26410 -2.70350  -0.17
C10 -6.07014 -1.07381 2.57730  0.65
C11 -2.00959 5.03057 -1.46774  0.62
Cl14 3.39115 -6.55367 5.35460  -0.05
Cl15 -1.17902 -6.02795 -3.63278  -0.06
C12 0.14055 -2.19001 -1.71200  1.43
C13 2.11569 3.44623 3.10134  -0.88
C14 -0.21336 0.72188 -7.09470  0.07
C15 1.61052 0.57240 -0.24511  -1.41
C16 0.99308 -9.44851 -2.88613  -0.13
Cl16 3.49056 2.37618 -4.55508  -0.07
H11 1.15458 -4.12205 -1.48416  0.04
H12 5.67855 9.43481 6.05869  0.29
Cl17 7.06808 3.82099 5.04294  -0.12
H13 1.86392 -6.55565 2.91026  -0.52
F2 -2.84037 4.51434 -0.53840  -0.23
B1 -1.25883 1.96899 -1.59510  0.70
C17 -1.72620 0.84096 2.86450  -0.60
H14 -3.60165 1.35738 1.11182  0.22
H15 -3.96439 1.02116 -0.56112  -0.23
Cl18 -3.91381 0.20060 -3.18196  0.05
Cl19 2.41490 -5.60112 -6.12305  -0.12
C18 5.59553 10.05157 5.17221  0.05
C19 1.91813 2.97471 0.71034  0.90
Cl20 3.89992 -8.46291 8.70293  -0.11
S1 -1.11157 3.68304 -2.44146  1.24
Cl21 -2.69942 5.03698 3.63980  -0.15
O2 -1.87077 3.61169 -3.68428  -0.75
Cl22 -0.62310 -10.06007 -2.51624  -0.12
C20 0.11817 -1.66819 -11.23941  0.01
C21 1.45782 5.20466 1.56815  -0.85
H16 -0.37017 2.07381 1.77060  -0.94
Cl23 3.09432 -8.74607 3.45525  -0.13
H17 1.18774 6.23495 1.33047  0.67
Cl24 -2.32916 -7.17109 -1.22294  -0.11
C22 -4.85451 -0.42619 0.71413  -0.91
Cl25 -11.03995 2.28007 -0.42271  -0.15
H18 -4.47135 -1.45643 0.81365  0.40
H19 7.45016 1.57108 4.50172  0.36
C23 0.13599 -1.32155 -0.69761  -2.26
O3 0.24154 4.13559 -2.76210  -0.70
H20 -0.28641 -4.10132 -2.49728  -0.32
Cl26 1.81365 -6.47402 9.06080  -0.10
H21 -0.11739 0.97975 -8.13865  0.13
H22 -2.43246 1.67962 2.76916  0.16
Cl27 6.91605 2.54575 2.43993  -0.10
H23 -2.48237 5.08874 1.30734  -1.09
H24 6.59125 4.76368 2.17560  -0.08
Cl28 4.24671 4.95330 2.23712  0.13
H25 1.31265 4.63197 -0.53545  0.58
C24 2.91620 -3.96844 -5.65509  -0.17
O4 -1.12021 1.02680 4.18452  -0.30
Cl29 1.31839 -5.60342 0.84106  -0.05
C25 2.19565 2.56769 2.01909  0.11
H26 3.13339 2.01501 -0.72691  0.45
C26 -5.25729 1.05160 -3.92299  -0.13
C27 -0.62577 1.00408 1.78955  0.61
H27 -2.38948 -0.56949 -0.93369  0.29
Cl30 -0.43118 -1.02918 -6.96635  -0.08
H28 -3.35222 -6.83892 -3.30668  0.40
Cl31 1.31262 -7.96616 -1.98934  0.00
Br2 0.19707 -1.61404 -3.54364  0.04
Cl32 -6.36423 -0.07975 -4.71962  -0.17
H29 1.57218 2.51202 -1.37566  0.08
Cl33 6.07072 5.75307 0.11332  -0.12
O5 -5.62499 0.01429 1.85912  -0.30
Cl34 4.30241 9.40169 4.16671  -0.07
Cl35 5.54244 -8.47315 4.99213  -0.14
H30 -4.36231 -1.05864 3.88077  0.19
H31 1.71678 -10.19434 -2.58151  0.36
H32 -0.85876 -1.86117 -11.66525  0.30
C28 -0.91518 -0.13471 4.82944  -0.04
O6 -0.62636 -1.19336 4.32674  -0.39
Cl36 -8.55361 0.81738 -0.07909  -0.02
H33 2.51201 1.53575 2.19847  0.63
Cl37 0.60587 -3.08401 -10.30642  -0.09
O7 -1.48626 1.93085 -0.15009  -0.36
O8 -7.22480 -1.41982 2.58806  -0.57
C29 0.13507 -3.71168 -1.54885  -0.60
H34 -2.25290 1.49321 -2.10356  -0.65
Cl38 5.86874 2.74639 -2.92361  -0.14
Cl39 1.72117 -2.77818 -6.17178  -0.01
C30 4.60823 3.55628 -3.86789  -0.20
H35 5.08502 4.08591 -4.68341  0.41
H36 -0.53998 -4.04690 -0.75257  0.66
C31 1.75176 4.77690 2.87066  -1.50
Cl40 1.42126 -8.67145 7.20521  -0.10
C32 6.73182 2.31527 4.18071  -0.06
C33 1.53890 4.31559 0.48770  -0.08
H37 3.85352 -3.74774 -6.15103  0.33
H38 1.67563 5.50640 3.68373  0.42
F3 -1.17466 5.91913 -0.90673  -0.20
H39 3.37154 -8.85986 5.77598  0.00
H40 2.36378 3.11659 4.11461  0.49
C34 5.87932 5.52089 1.85741  0.15
C35 2.04474 2.03762 -0.50420  -0.96
Cl41 3.75021 4.73034 -2.87603  -0.07
H41 1.72526 -8.76682 9.52698  0.33
Cl42 7.14069 10.00062 4.31778  -0.13
Cl43 6.23248 7.02302 2.73071  -0.08
Cl44 -3.41071 -4.71038 -2.32655  -0.05
C36 2.15674 -8.17149 8.73181  0.01
C37 -5.01492 -1.81915 3.42410  -0.80
Cl45 5.11577 1.72420 4.56428  -0.07
H42 -2.26275 -0.11568 2.80007  0.36

(5)
Here is a structure of composition C17H34BeNPSi from the Open Molecules 2025 dataset. Energies are from ωB97M-V/def2-TZVPD.

HOMO-LUMO gap in eV: 6.55
Lowest unoccupied orbital energy in eV: 0.407
Highest occupied orbital energy in eV: -6.1

Each line ends with the Mulliken charge.
Geometry (Å):
C1 -0.21398 1.83127 -1.77311  1.33
C2 -1.89467 -2.21627 2.30954  -0.96
C3 0.99170 1.86318 -3.87839  -0.95
H1 1.97779 2.30297 -0.21739  0.24
C4 2.73242 -0.86590 -0.09851  -0.81
H2 3.50065 -0.68785 -2.10671  0.44
H3 0.41043 -0.96166 1.45325  -0.52
C5 -2.72268 1.56697 1.46647  -1.28
C6 2.51952 0.18596 2.09405  -1.38
H4 -2.29747 2.17939 -1.18729  0.49
H5 3.44399 1.38519 -0.66139  0.34
H6 -0.86294 -4.33716 -0.96508  0.33
H7 -3.65547 -2.56436 -1.25698  0.33
C7 -1.08792 -4.20208 0.10339  -1.15
H8 2.53449 0.34758 -4.05891  0.42
H9 3.58545 0.43572 2.21155  0.48
H10 -0.16816 -4.38639 0.67616  0.31
H11 2.34351 -0.83042 2.46379  0.42
H12 2.17476 -1.81813 -1.94451  0.44
H13 -2.69644 1.34749 2.54298  0.37
C8 -1.26884 2.40761 -0.84959  -1.61
H14 -0.16588 -1.59226 -1.17863  0.29
H15 3.81721 -0.88226 0.11458  0.51
H16 -1.81922 -4.97530 0.38667  0.30
H17 -4.04798 -3.52910 0.18074  0.33
N1 2.14519 0.30842 0.64681  0.63
C9 2.74328 1.61027 0.15048  -0.94
P1 -1.03587 1.64944 0.82248  1.28
C10 -3.59792 -2.58384 -0.15932  -1.13
C11 -0.22278 2.97865 1.74491  -1.56
H18 1.93081 0.89551 2.69016  0.30
H19 -0.04546 2.64170 2.77483  0.36
H20 -1.18612 3.50224 -0.73624  0.58
C12 -0.00278 2.38446 -3.04607  -0.78
H21 -0.89265 3.84790 1.74597  0.46
H22 -0.91839 -2.34659 2.79208  0.29
H23 -2.57689 -2.96746 2.73517  0.39
H24 3.28112 2.09363 0.97789  0.35
C13 -0.83744 -1.12265 -0.42659  -0.66
Be1 0.45969 0.05831 0.35691  -0.58
C14 2.51438 -0.81403 -1.63083  -1.22
H25 0.73520 3.25299 1.28793  0.29
H26 -3.30180 0.78956 0.94794  0.25
H27 1.17119 2.29906 -4.86127  0.37
Si1 -1.80912 -2.49023 0.45176  0.10
H28 0.02977 -0.26759 1.76289  -0.07
C15 1.74987 0.77846 -3.43363  -0.98
C16 0.55155 0.75165 -1.34625  0.32
C17 1.56553 0.24655 -2.14620  1.12
H29 -1.55169 -0.50075 -0.99882  0.35
H30 -3.19926 2.54434 1.29832  0.46
H31 -0.62497 3.22913 -3.35329  0.45
H32 -2.29153 -1.22592 2.56865  0.21
H33 2.29655 -1.78641 0.32037  0.36
H34 -4.20975 -1.76097 0.23627  0.29